No. 1
Formula: C5H12N2O3
Source: OMol25
Level of theory: ωB97M-V/def2-TZVPD

Summary:
- energy relative to the best compared isomer or geometry (same formula, charge and spin) (eV) = 2.0148
- lowest unoccupied orbital energy (eV) = 0.7238
- SMILES = CC(=O)N(C)N.CC(=O)O

```
! RIJCOSX wB97M-V def2-TZVPD def2/J DEFGRID3
* xyz 0 1
H -1.329 0.609 2.129
H -1.519 -2.081 -1.400
O 2.015 -0.549 0.541
C -0.570 -1.934 -0.896
H 3.545 1.932 -0.963
H 4.109 0.474 -0.142
H 3.473 1.728 0.831
O 1.313 0.783 -1.245
N -2.404 0.097 -0.976
C -0.771 -1.077 0.318
H -2.152 0.841 -1.624
O -0.324 -1.315 1.431
C 3.348 1.251 -0.139
H 0.090 -1.409 -1.586
H -3.383 0.251 -0.741
C -2.000 0.828 1.303
H -2.039 1.892 1.058
N -1.557 0.071 0.144
H -0.101 -2.868 -0.599
H -3.012 0.530 1.588
H 1.298 -0.678 1.212
C 1.970 0.624 -0.245
*
```

---

No. 2
Formula: C3H3CrLiO4
Source: OMol25
Level of theory: ωB97M-V/def2-TZVPD

Summary:
- energy relative to the best compared isomer or geometry (same formula, charge and spin) (eV) = 0.0755
- lowest unoccupied orbital energy (alpha / beta) (eV) = -4.1618 / -4.2769

```
! RIJCOSX wB97M-V def2-TZVPD def2/J DEFGRID3
* xyz 1 4
H -2.602 2.095 -0.605
H -2.086 1.688 1.046
O -2.517 0.042 -0.172
O 0.447 -2.382 -0.171
Cr 0.785 3.244 -0.264
O 2.642 -1.898 0.380
Li -1.167 -1.140 -0.785
H -3.456 -0.014 0.019
C -0.586 1.482 -0.456
C -2.024 1.367 -0.009
C 1.588 -2.255 0.052
O -0.161 0.467 -1.059
*
```

---

No. 3
Formula: C34H54BCl3F3LiMgN3O11S
Source: OMol25
Level of theory: ωB97M-V/def2-TZVPD

Summary:
- lowest unoccupied orbital energy (eV) = -2.7164

```
! RIJCOSX wB97M-V def2-TZVPD def2/J DEFGRID3
* xyz -1 1
Mg -2.101 -2.436 -3.210
H 7.944 -0.597 4.356
H -2.509 7.475 -0.506
N 5.001 5.813 -0.528
H -2.460 -3.886 -1.542
H -2.848 -1.058 -3.484
C 4.427 -7.502 2.198
H 2.386 4.433 -3.208
O -0.795 -5.463 -1.170
C 1.173 -5.975 0.050
C 3.890 5.106 -0.560
C -0.177 -5.511 -0.119
C -2.011 -7.368 -5.357
C -2.834 -2.822 -1.206
H -2.958 -2.488 1.113
H 2.616 6.984 -2.184
H -4.681 -2.503 0.182
H 0.860 2.876 2.894
Cl -2.864 3.801 -0.350
H -1.889 -8.054 -6.200
N -4.782 -4.873 3.363
H -0.197 -0.097 -3.767
C -2.444 -0.038 -3.014
C 4.567 1.105 3.505
O -2.701 -4.224 2.823
O 3.637 -8.316 1.351
H -1.430 2.418 -2.753
O -0.463 3.634 1.006
H -1.069 0.504 -1.273
C 2.368 4.500 -0.845
H 7.914 1.528 3.075
H -1.343 7.938 0.901
H -3.388 -4.973 5.747
H -3.978 -3.298 5.487
O -0.677 -5.129 1.064
H -6.747 -4.529 3.887
F -0.080 -6.293 3.070
C -0.302 5.103 -1.210
O 1.714 2.683 3.309
H -1.150 8.369 -2.252
H 5.300 -8.071 2.525
C 6.981 1.074 3.396
F 0.728 -4.080 2.696
C -3.596 -2.980 0.245
C -3.551 -4.388 3.695
H 5.752 2.611 2.519
H 4.757 -6.616 1.649
Cl -3.778 -6.015 -3.750
C 2.715 9.898 2.093
H 3.571 3.245 -2.326
H 5.813 -1.632 5.092
H -1.504 0.203 -5.098
C -0.929 2.073 -3.753
O 1.525 -5.885 1.339
H -0.634 -2.166 -1.807
H -3.660 -2.478 -1.982
H 0.691 3.583 -4.298
C -1.962 -0.235 -1.433
C 4.584 -0.086 4.231
C 6.998 -0.120 4.117
Li -3.920 -9.808 -5.289
H 3.620 1.582 3.265
H -1.166 -1.820 0.001
H 1.206 1.711 -4.543
C -3.286 -4.070 5.141
C -5.904 -5.133 4.232
H -2.892 0.023 -0.768
C 0.679 2.483 -3.837
O 1.906 -6.391 -0.833
H -5.689 -4.895 5.274
C 1.452 2.399 -2.381
C 1.252 6.344 0.715
H -2.264 -3.693 5.250
C 1.189 5.655 -0.808
O 1.549 10.207 1.825
C 5.765 1.684 3.086
C -1.869 8.378 -0.059
C 2.465 3.693 -2.283
C 5.799 -0.700 4.533
H -3.334 0.741 -2.971
H 1.992 1.358 -2.331
H 0.700 2.418 -1.454
H -1.651 -7.870 -4.454
B 0.372 -5.342 2.067
N 1.115 6.531 2.012
H -6.162 -6.191 4.145
O 3.116 10.576 3.046
H 3.651 -0.535 4.560
H 2.195 3.696 0.020
H -0.324 4.547 -2.250
H 2.153 3.546 3.353
H 3.840 -7.205 3.071
H -3.802 -6.369 -6.086
O 3.372 9.051 1.507
H -0.983 6.072 -1.361
Cl -0.951 -5.971 -5.673
H -0.955 10.068 -1.318
C 1.497 6.928 -1.847
H -1.446 2.675 -4.639
C -1.204 0.461 -3.990
C -0.840 8.883 -1.233
C -3.471 -6.963 -5.228
H -4.885 -5.063 2.373
S 0.964 8.477 -0.936
H -4.101 -7.856 -5.169
H 2.870 -7.784 1.077
C -1.033 4.177 -0.073
F -4.831 4.447 0.667
H -2.677 9.206 0.219
C -1.542 -1.810 -1.128
H -3.695 -4.124 0.474
H 0.740 6.803 -2.761
*
```

---

No. 4
Formula: C51H63F5IN2O6P
Source: OMol25
Level of theory: ωB97M-V/def2-TZVPD

Summary:
- lowest unoccupied orbital energy (eV) = 0.4373
- SMILES = CCOP(=O)(CCC[C@@H]1C(=O)N[C@@](C[C@@H]2CO2)([C@@H](I)CC)[C@H]1CC(=O)N(C)C)OCC.Fc1ccccc1.Fc1ccccc1.Fc1ccccc1.Fc1ccccc1.Fc1ccccc1

```
! RIJCOSX wB97M-V def2-TZVPD def2/J DEFGRID3
* xyz 0 1
C -5.050 7.883 -3.703
C 0.524 -5.948 5.865
C 4.652 1.640 0.197
C -2.731 0.464 -7.041
C -1.724 1.772 -0.629
C 5.426 0.990 4.376
C -3.025 6.113 0.216
H 3.519 1.294 -3.439
O -4.038 -0.489 -1.272
C -2.762 3.701 0.978
H -4.356 8.713 -3.674
C -1.828 -5.753 6.355
C -2.037 2.267 0.807
H -3.796 2.089 -1.267
H -1.776 -2.627 -2.034
C -1.415 -1.574 -2.062
C -7.272 7.032 -4.074
H 2.103 0.216 -3.461
O 3.492 -1.548 -1.529
C -1.885 0.264 -9.284
H -8.311 7.201 -4.327
H -3.782 0.888 0.800
P 3.280 0.054 -1.285
C -3.167 0.078 -1.868
H 0.216 -1.218 -7.083
H -3.576 6.413 -3.142
H -6.729 9.100 -4.257
H -0.556 3.337 -1.710
H -1.297 -1.265 -1.007
O 4.743 0.690 -0.911
H 2.182 2.689 -1.631
H 0.441 0.439 -1.619
H -1.966 0.449 -10.348
C 0.568 -4.598 5.544
C -0.791 -0.421 -8.790
H 3.991 -1.540 0.543
H -2.753 -6.222 6.667
H 2.858 -9.309 4.831
H -2.547 1.983 -2.635
C 3.372 -5.956 3.035
C -1.779 -4.401 6.043
C 4.100 -7.568 4.639
H -3.931 6.007 0.848
H 4.484 -2.955 -0.380
H -3.316 6.697 -0.680
H -2.342 -1.574 3.622
F 3.548 -4.777 2.406
H 1.619 -2.413 0.620
C 1.733 2.085 -2.442
C -2.863 0.705 -8.403
C 3.650 -2.227 -0.259
F 0.155 -0.853 -9.643
F -0.719 -7.818 6.570
H -1.413 0.714 -0.448
H -2.675 -3.796 6.118
C -1.624 -0.223 -6.559
C 4.476 -0.020 4.264
C -6.829 5.747 -3.791
C -0.674 -6.508 6.264
C 2.698 0.898 -2.813
H 1.575 -6.388 1.964
C 0.366 1.456 -2.040
C 2.096 -7.948 3.358
C 4.851 -1.346 4.430
C -3.208 -1.605 -3.600
H 6.322 3.111 -0.053
H -3.494 0.812 -6.355
C -2.239 0.007 2.012
H 3.943 2.431 -0.109
C -0.649 -0.674 -7.439
O 2.339 0.229 -0.148
C 4.289 -6.357 3.987
H 3.444 0.227 4.047
H -3.728 1.237 -8.779
C -2.521 4.678 -0.210
H 1.943 -3.570 -0.704
H 2.754 -3.771 0.919
H 4.306 1.148 1.124
C 7.124 -0.650 4.836
H 5.131 2.023 4.241
O -1.562 0.161 3.258
I -2.097 4.539 2.898
C -4.609 6.601 -3.409
C -5.503 5.549 -3.460
H -3.108 4.379 -1.102
C -6.382 8.099 -4.032
H 5.140 -5.726 4.213
C -0.582 -3.824 5.635
N -0.706 2.484 1.391
C 6.170 -1.643 4.716
C -2.901 1.584 -1.666
O 1.309 3.155 0.579
H -0.422 -1.602 -2.551
H 6.797 1.363 0.289
C 2.408 -3.042 0.156
F 6.534 -2.929 4.882
F -5.070 4.303 -3.180
H 6.140 2.423 1.575
C 6.748 0.675 4.658
H -0.236 1.682 1.822
H -1.811 -0.678 1.239
H 1.500 -4.151 5.222
H 4.128 -2.147 4.339
C -0.391 2.430 -1.095
H 7.488 1.462 4.740
H 1.576 2.771 -3.300
C 0.222 2.760 0.297
H -0.233 1.366 -2.976
H -3.706 -2.401 -2.998
H -3.481 -0.028 3.950
C 2.277 -6.734 2.712
H -3.489 1.705 2.433
H -2.587 -2.150 -4.342
H 8.149 -0.914 5.065
H 4.806 -7.891 5.394
H 1.244 -8.570 3.111
H -0.546 -2.770 5.388
C 3.005 -8.364 4.323
H -2.244 6.686 0.748
C -2.864 -0.664 3.302
C -3.039 1.306 1.509
H 1.412 -6.564 5.808
H -1.444 4.810 -0.439
H -3.850 3.552 1.109
H -4.019 -1.097 -4.159
H -7.505 4.902 -3.826
C 6.078 2.182 0.492
N -2.369 -0.697 -2.809
H -1.520 -0.406 -5.496
*
```

---

No. 5
Formula: C4H10N2O2
Source: OMol25
Level of theory: ωB97M-V/def2-TZVPD

Summary:
- energy relative to the best compared isomer or geometry (same formula, charge and spin) (eV) = 8.6784
- lowest unoccupied orbital energy (alpha / beta) (eV) = 0.7728 / 0.7727

```
! RIJCOSX wB97M-V def2-TZVPD def2/J DEFGRID3
* xyz 0 1
H -1.638 0.019 2.548
C 0.715 0.505 0.066
H 2.804 0.442 0.467
O 0.697 1.500 1.879
N -0.304 -0.494 -1.322
H 2.260 -0.684 -0.785
H -1.269 0.144 -2.940
N -1.069 0.461 -1.993
H 1.948 -1.041 0.933
H -0.597 -2.373 -1.059
O -1.200 -1.615 -1.028
C -0.347 0.313 0.947
H -1.958 0.627 -1.518
H 0.453 2.377 1.545
H 0.711 1.414 -0.526
C 2.008 -0.250 0.185
H -1.862 -1.087 1.059
C -1.352 -0.257 1.541
*
```

---

No. 6
Formula: C5H8O
Source: OMol25
Level of theory: ωB97M-V/def2-TZVPD

Summary:
- energy relative to the best compared isomer or geometry (same formula, charge and spin) (eV) = 3.0418
- lowest unoccupied orbital energy (eV) = 1.0953

```
! RIJCOSX wB97M-V def2-TZVPD def2/J DEFGRID3
* xyz 0 1
C -0.626 -1.399 0.252
H 1.933 -0.263 -1.735
H -2.007 0.393 -0.101
H -0.309 -1.934 1.154
O 0.988 0.248 0.826
C 0.272 -0.302 -0.289
H 1.478 1.352 -1.268
H -0.292 1.858 1.198
C -1.074 0.037 0.332
C 1.070 0.330 -1.440
C -0.234 0.774 1.341
H -0.322 0.513 2.391
H -1.220 -1.995 -0.434
H 0.344 0.387 -2.227
*
```